1.
C4H8BrClN | wB97M-V/def2-TZVPD

Values from the calculation:
**Charge**: +1

Last column: Mulliken charge in e.
Positions of all 15 atoms, in Å:
C1 2.493 -1.151 -0.885  -0.4968
C2 2.627 -0.905 -2.075  -0.0321
C3 0.745 -0.811 2.076  -1.1986
C4 -0.148 -1.292 0.969  -0.0284
N1 0.117 -0.460 -0.321  -0.3339
Cl1 2.385 -0.257 -3.540  -0.0391
Br1 -2.073 -1.302 1.447  -0.0576
H1 0.164 -2.409 0.677  0.3543
H2 2.869 -1.665 -0.074  0.4992
H3 0.841 -1.587 2.944  0.3344
H4 1.716 -0.581 1.758  0.4040
H5 0.374 0.028 2.599  0.4008
H6 1.245 -0.624 -0.528  0.4058
H7 0.064 0.571 -0.291  0.3928
H8 -0.325 -0.709 -1.170  0.3951

---

2.
C8H11Cl | wB97M-V/def2-TZVPD

Values from the calculation:
**SMILES**: CC(C)=C/C=C\C=C\Cl

Last column: Mulliken charge in e.
Positions of all 20 atoms, in Å:
C1 1.096 2.109 0.704  -1.4759
C2 0.909 0.729 0.086  0.5964
C3 0.530 0.535 -1.389  -1.1961
C4 1.087 -0.397 0.759  -0.2436
C5 0.673 -1.746 0.352  -0.6512
C6 -0.565 -2.110 -0.089  -0.0703
C7 -1.776 -1.311 -0.203  -0.1557
C8 -1.839 -0.050 0.247  -0.2569
Cl1 -3.347 0.857 0.129  -0.2041
H1 0.947 1.913 1.760  0.3814
H2 0.498 2.752 0.118  0.3804
H3 2.089 2.359 0.729  0.4549
H4 0.534 -0.443 -1.810  0.3218
H5 1.241 1.215 -1.938  0.4180
H6 -0.571 0.897 -1.419  0.2598
H7 1.454 -0.559 1.862  0.1919
H8 1.521 -2.387 0.540  0.3894
H9 -0.877 -3.178 -0.457  0.1787
H10 -2.592 -1.726 -0.731  0.3409
H11 -1.013 0.540 0.751  0.3401

---

3.
C4H13N2PS2 | wB97M-V/def2-TZVPD

Last column: Mulliken charge in e.
Positions of all 22 atoms, in Å:
C1 1.667 -1.384 1.227  -1.1441
C2 1.204 1.874 -0.584  -0.9311
C3 1.989 -1.009 -0.158  0.1488
C4 0.884 -0.482 -1.038  -1.0045
N1 -0.922 2.285 1.118  -0.6572
N2 0.342 0.718 -0.574  0.2165
P1 -0.832 0.783 0.626  0.5002
S1 -2.084 -0.685 0.534  -0.3278
S2 -5.649 -0.535 -0.428  -0.1834
H1 1.418 -0.473 1.758  0.2983
H2 0.706 -1.919 1.325  0.2800
H3 2.444 -2.114 1.712  0.2943
H4 1.617 2.098 0.462  0.3220
H5 2.027 1.715 -1.306  0.3435
H6 0.701 2.866 -0.668  0.3430
H7 2.536 -1.979 -0.632  0.2939
H8 2.862 -0.168 -0.186  0.1452
H9 1.152 -0.416 -2.118  0.3402
H10 -0.029 -1.168 -1.146  0.3308
H11 -5.891 -1.176 -1.521  0.1265
H12 -1.636 2.289 1.871  0.2478
H13 -4.505 -1.120 -0.275  0.0173

---

4.
C8H22N2O6SZn | wB97M-V/def2-TZVPD

Last column: Mulliken charge in e.
Positions of all 40 atoms, in Å:
Zn1 -10.696 -7.076 -22.016  0.7671
S1 -11.147 -4.622 -22.782  1.3194
O1 -12.347 -3.909 -22.545  -0.7116
O2 -11.470 -5.914 -23.309  -0.5988
O3 -10.169 -3.926 -23.615  -0.7238
O4 -10.572 -5.186 -21.583  -0.5935
C1 -7.208 -8.137 -24.162  -1.6627
C2 -8.656 -7.770 -23.875  0.4050
C3 -9.460 -9.124 -23.591  -0.9563
O5 -10.644 -9.047 -22.801  -0.2908
C4 -11.344 -10.269 -22.517  -0.9315
N1 -8.582 -7.037 -22.632  -0.5943
H1 -6.638 -7.214 -24.271  0.4470
H2 -7.220 -8.698 -25.097  0.4245
H3 -6.623 -8.711 -23.444  0.3809
H4 -9.049 -7.129 -24.665  0.4067
H5 -8.849 -9.856 -23.064  0.4664
H6 -9.713 -9.679 -24.495  0.4435
H7 -11.632 -10.207 -21.468  0.2425
H8 -10.868 -11.246 -22.598  0.3756
H9 -12.117 -10.189 -23.281  0.3128
H10 -8.392 -6.080 -22.894  0.2996
H11 -7.838 -7.246 -21.982  0.2377
C5 -13.639 -7.090 -19.053  -1.5573
C6 -12.359 -6.803 -19.906  0.3772
C7 -11.157 -7.511 -19.348  -0.9347
O6 -10.087 -7.714 -20.278  0.1266
C8 -9.014 -8.453 -19.730  -0.9536
N2 -12.723 -7.336 -21.269  -0.5972
H12 -14.532 -6.814 -19.614  0.4654
H13 -13.770 -6.455 -18.177  0.3724
H14 -13.758 -8.117 -18.708  0.4014
H15 -12.166 -5.732 -19.976  0.3691
H16 -11.533 -8.412 -18.862  0.4096
H17 -10.695 -6.931 -18.550  0.4434
H18 -9.186 -9.521 -19.864  0.3225
H19 -8.870 -8.340 -18.656  0.3691
H20 -8.041 -8.374 -20.215  0.2819
H21 -13.513 -7.961 -21.195  0.3051
H22 -13.324 -6.575 -21.552  0.3338

---

5.
C9H14O | wB97M-V/def2-TZVPD

Values from the calculation:
**SMILES**: Cc1ccc(O)cc1.CC

Last column: Mulliken charge in e.
Positions of all 24 atoms, in Å:
C1 -2.058 -2.137 0.122  -1.4402
C2 -0.905 -1.331 0.644  0.6423
C3 -0.862 -0.916 1.964  -0.6016
C4 0.145 -0.065 2.392  -0.4843
C5 1.143 0.351 1.517  0.8207
O1 2.108 1.229 1.891  -0.5448
C6 1.083 -0.035 0.190  -0.5982
C7 0.043 -0.835 -0.251  -0.2631
H1 -2.115 -2.286 -0.940  0.3423
H2 -3.031 -1.855 0.522  0.3381
H3 -2.014 -3.126 0.600  0.3296
H4 -1.667 -1.134 2.658  0.3472
H5 0.194 0.293 3.416  0.2485
H6 2.075 1.413 2.837  0.2926
H7 1.918 0.264 -0.423  0.4065
H8 -0.068 -0.958 -1.316  0.1319
C8 -0.317 2.208 -3.113  -0.7807
C9 -0.077 0.825 -3.822  -0.5088
H9 -0.420 2.033 -2.049  0.2299
H10 0.576 2.757 -3.295  0.2669
H11 -1.187 2.766 -3.448  0.2980
H12 0.135 0.076 -3.074  -0.0500
H13 -0.941 0.465 -4.382  0.2763
H14 0.662 1.038 -4.584  0.3009

---

6.
C7H28ClO11 | wB97M-V/def2-TZVPD

Values from the calculation:
**Charge**: -1

Last column: Mulliken charge in e.
Positions of all 47 atoms, in Å:
Cl1 0.287 -0.450 -0.448  1.7875
O1 -0.465 -0.807 0.734  -0.6764
O2 1.656 -0.859 -0.289  -0.7184
O3 -0.269 -1.147 -1.594  -0.6134
O4 0.185 0.974 -0.647  -0.7586
C1 -0.811 0.825 3.618  -0.2074
O5 -1.013 2.033 4.352  -0.6054
H1 -1.572 0.608 2.870  0.2150
H2 0.138 0.894 3.071  -0.0557
H3 -0.719 0.042 4.365  0.3583
H4 -1.311 2.705 3.732  0.3062
C2 3.900 1.668 0.844  -0.3694
O6 4.597 2.914 0.706  -0.5601
H5 3.280 1.432 -0.021  0.2220
H6 4.593 0.855 1.062  0.2958
H7 3.220 1.792 1.686  0.0996
H8 4.925 2.977 -0.193  0.3024
C3 -0.151 3.545 1.516  -0.6935
O7 -1.366 2.947 1.124  -0.5027
H9 0.078 4.456 0.958  0.2965
H10 -0.170 3.826 2.574  0.2699
H11 0.655 2.808 1.455  0.2455
H12 -1.158 2.242 0.499  0.3684
C4 -2.142 -0.553 -4.817  -0.3636
O8 -2.074 0.486 -5.800  -0.5344
H13 -1.675 -0.204 -3.896  0.1177
H14 -3.193 -0.755 -4.623  0.2226
H15 -1.694 -1.492 -5.148  0.2694
H16 -1.202 0.463 -6.199  0.2894
C5 -3.554 0.986 -1.233  -0.4957
O9 -3.294 -0.396 -1.343  -0.4958
H17 -4.591 1.163 -1.517  0.3038
H18 -3.428 1.356 -0.206  0.1681
H19 -2.901 1.589 -1.875  0.2513
H20 -2.338 -0.520 -1.315  0.2455
C6 1.960 -1.858 3.067  -0.1323
O10 1.322 -2.798 2.242  -0.5415
H21 2.520 -1.112 2.492  0.0124
H22 1.256 -1.335 3.729  0.0665
H23 2.661 -2.396 3.710  0.3037
H24 0.812 -2.308 1.585  0.2949
C7 0.742 -4.694 -1.742  -0.4509
O11 -0.527 -4.136 -2.029  -0.5061
H25 1.378 -4.741 -2.640  0.2270
H26 1.259 -4.116 -0.975  0.1711
H27 0.599 -5.728 -1.430  0.2298
H28 -0.406 -3.179 -2.012  0.3409

---

7.
C21H21BrN5O2 | wB97M-V/def2-TZVPD

Values from the calculation:
**Charge**: -1

Last column: Mulliken charge in e.
Positions of all 50 atoms, in Å:
O1 1.762 -1.503 2.996  -0.5146
N1 0.729 -0.880 2.829  0.0502
O2 -0.273 -1.667 2.563  -0.0512
C1 -1.640 -1.154 2.309  -0.2864
Br1 -1.786 0.728 2.995  -0.3565
H1 -2.179 -1.690 3.099  0.1100
N2 6.996 -0.565 1.879  -0.5255
C2 5.815 -0.752 2.469  -0.3283
C3 4.690 -1.241 1.820  -0.2116
C4 4.800 -1.549 0.473  -0.3144
C5 6.019 -1.359 -0.161  -0.3960
C6 7.079 -0.871 0.585  -0.4284
H2 5.765 -0.495 3.522  0.3783
H3 3.751 -1.376 2.345  0.5039
H4 3.943 -1.928 -0.069  0.4009
H5 6.149 -1.584 -1.212  0.3608
H6 8.053 -0.719 0.130  0.5904
N3 10.783 3.395 -1.921  -0.5668
C7 9.770 2.539 -2.032  -0.3929
C8 9.223 1.855 -0.956  -0.1007
C9 9.751 2.067 0.307  -0.0829
C10 10.807 2.955 0.436  -0.4775
C11 11.283 3.590 -0.702  -0.1580
H7 9.376 2.393 -3.032  0.3489
H8 8.394 1.176 -1.102  0.3351
H9 9.341 1.551 1.167  0.4106
H10 11.255 3.157 1.400  0.3532
H11 12.106 4.293 -0.633  0.3396
N4 -4.896 -1.147 1.104  -0.3207
C12 -6.211 -1.336 1.148  -0.3542
C13 -6.908 -2.076 0.202  -0.4088
C14 -6.194 -2.644 -0.843  -0.2250
C15 -4.823 -2.453 -0.894  -0.5554
C16 -4.216 -1.698 0.105  -0.1753
H12 -6.733 -0.872 1.980  0.4027
H13 -7.981 -2.202 0.282  0.4555
H14 -6.700 -3.230 -1.602  0.4177
H15 -4.226 -2.883 -1.687  0.3607
H16 -3.143 -1.528 0.139  0.4122
N5 -10.002 1.845 -0.554  -0.5370
C17 -9.059 0.945 -0.827  -0.2322
C18 -8.990 0.242 -2.022  -0.1798
C19 -9.957 0.484 -2.984  -0.4251
C20 -10.946 1.417 -2.714  -0.2634
C21 -10.922 2.068 -1.490  -0.2480
H17 -8.320 0.777 -0.051  0.4365
H18 -8.197 -0.475 -2.183  0.3806
H19 -9.939 -0.044 -3.929  0.3653
H20 -11.721 1.639 -3.435  0.3513
H21 -11.679 2.806 -1.247  0.3527

---

8.
C4H12 | wB97M-V/def2-TZVPD

Values from the calculation:
**SMILES**: CC.CC

Last column: Mulliken charge in e.
Positions of all 16 atoms, in Å:
C1 -1.436 -0.632 2.439  -0.6117
C2 -1.553 0.447 1.430  -0.7107
H1 -0.818 -1.374 1.786  0.1922
H2 -1.054 -0.116 3.349  0.2476
H3 -2.430 -1.101 2.634  0.2052
H4 -0.726 0.749 0.817  0.1079
H5 -2.354 0.195 0.713  0.2685
H6 -1.817 1.385 1.959  0.3063
C3 2.160 -0.332 -2.107  -0.8380
C4 0.960 0.469 -1.728  -0.7167
H7 2.755 -0.593 -1.260  0.2746
H8 1.903 -1.274 -2.744  0.2464
H9 2.842 0.236 -2.826  0.2558
H10 0.120 0.859 -2.301  0.3691
H11 1.084 1.370 -1.111  0.3004
H12 0.365 -0.286 -1.050  0.1030

---

Summary of energy in hartree
-3245.78774; -771.50158; -1407.40140; -3056.40658; -426.55076; -1571.06260; -3810.96480; -159.53432
(order as listed above)
Summary of ΔE to the lowest compared entry with this formula, charge and spin in kJ/mol
263.13; 55.16; 245.04; 298.60; 57.81; 0.00; 0.00; 132.98
(order as listed above)